Formula: C16H34NiP2
Source: OMol25
Level of theory: the ωB97M-V functional and the def2-TZVPD basis

CARTESIAN COORDINATES (ANGSTROEM)
P 0.449 -1.650 -4.799
P 0.762 2.016 -4.366
C 0.427 -0.184 -5.940
C 1.516 0.755 -5.464
H -0.596 0.225 -5.799
H 0.481 -0.499 -7.007
H 2.229 0.262 -4.794
H 2.038 1.191 -6.305
C 0.112 2.901 -5.966
H -0.236 3.924 -5.790
H -0.710 2.331 -6.417
H 0.925 2.945 -6.713
C 2.164 3.066 -3.905
H 2.306 3.879 -4.597
H 3.108 2.504 -3.779
H 1.913 3.507 -2.940
C -0.332 -2.966 -5.879
H -0.307 -3.945 -5.378
H 0.128 -3.122 -6.868
H -1.406 -2.802 -6.075
C 2.194 -2.089 -4.657
H 2.861 -1.236 -4.432
H 2.522 -2.604 -5.561
H 2.248 -2.753 -3.798
Ni 2.501 0.665 -3.176
C -2.453 1.696 -3.191
C -3.199 1.373 -4.251
C -3.930 0.067 -4.448
C -4.162 -0.780 -3.159
C -3.185 -1.919 -3.129
C -1.864 -1.721 -3.011
C -1.118 -0.495 -2.533
C -1.915 0.811 -2.120
C 3.098 -0.845 -1.712
H -2.050 2.696 -3.102
H -3.145 2.070 -5.079
H -3.398 -0.444 -5.271
H -4.951 0.344 -4.800
H -3.996 -0.132 -2.285
H -5.194 -1.178 -3.145
H -3.658 -2.913 -3.158
H -1.161 -2.531 -3.247
H -0.391 -0.135 -3.321
H -0.519 -0.776 -1.632
H -2.662 0.549 -1.376
H -1.190 1.392 -1.520
H 4.007 -0.768 -1.089
H 3.132 -1.832 -2.207
H 2.321 -0.942 -0.933
C 3.431 1.357 -1.575
H 4.402 1.071 -1.147
H 2.753 1.385 -0.711
H 3.523 2.434 -1.863

The value obtained for the highest occupied orbital energy (spin up / spin down) is -0.2118 / -0.2871 Ha. Its total charge is 0. The gap between HOMO and LUMO (spin up / spin down) comes out at 0.2341 / 0.3018 Eh. The strongest force on any atom is 3.50 eV Å⁻¹. Its total energy is -76755.120 eV. Its spin multiplicity is 3.



Formula: C16H34OP2Ru
Source: OMol25
Level of theory: the ωB97M-V functional and the def2-TZVPD basis

CARTESIAN COORDINATES (ANGSTROEM)
P -0.450 -2.613 -4.454
P 0.342 1.291 -5.285
C -0.931 -1.344 -5.709
C 0.176 -0.331 -6.100
H -1.842 -0.842 -5.338
H -1.227 -1.890 -6.626
H 1.175 -0.793 -6.054
H 0.003 -0.036 -7.150
C -0.939 2.372 -6.039
H -1.301 3.138 -5.345
H -1.779 1.749 -6.377
H -0.505 2.867 -6.917
C 1.840 2.023 -6.064
H 1.623 2.203 -7.132
H 2.696 1.335 -6.011
H 2.130 2.986 -5.615
C -1.704 -3.898 -4.655
H -2.009 -4.193 -3.625
H -1.291 -4.751 -5.204
H -2.586 -3.488 -5.171
C 1.158 -3.329 -4.924
H 1.892 -2.517 -5.014
H 1.093 -3.881 -5.870
H 1.462 -4.006 -4.112
Ru -0.836 -2.626 -2.433
C 0.105 3.532 -3.063
C -1.348 3.474 -2.853
C -1.951 2.146 -2.935
C -0.737 1.209 -3.012
C 0.466 2.076 -3.541
C 1.674 1.708 -2.847
C 1.915 2.492 -1.640
C 0.885 3.672 -1.725
C 0.437 -4.134 -1.829
H 0.437 4.277 -3.809
H -1.930 4.333 -2.536
H -2.577 2.014 -3.833
H -2.592 1.866 -2.086
H -0.532 0.810 -2.010
H -0.990 0.326 -3.629
H -1.391 -4.117 -2.228
H 2.316 0.887 -3.175
H 2.930 2.890 -1.550
H 1.727 1.883 -0.737
H 0.200 3.600 -0.866
H 1.382 4.653 -1.686
H 1.425 -3.665 -1.796
H 0.453 -5.052 -2.434
H 0.134 -4.376 -0.801
C -0.098 -1.171 -0.173
O -0.840 -1.024 -1.361
H -0.665 -0.670 0.634
H 0.877 -0.646 -0.246
H 0.045 -2.246 0.009

The value obtained for the highest occupied orbital energy (spin up / spin down) is -0.4791 / -0.5792 Ha. Its total charge is +2. The gap between HOMO and LUMO (spin up / spin down) comes out at 0.2047 / 0.2792 Eh. The strongest force on any atom is 6.15 eV Å⁻¹. Its total energy is -40326.945 eV. The calculation puts the energy above the lowest of the compared OMol25 structures with the same formula, charge and spin at 226.2 kJ/mol. Its spin multiplicity is 5.



Formula: C16H34P2Zn
Source: OMol25
Level of theory: the ωB97M-V functional and the def2-TZVPD basis

CARTESIAN COORDINATES (ANGSTROEM)
P 0.975 1.282 2.089
P -2.478 0.026 0.789
C 0.405 0.469 0.508
C -0.996 0.733 -0.074
H 0.647 -0.605 0.530
H 1.066 0.932 -0.222
H -1.121 1.819 -0.251
H -1.028 0.223 -1.042
C -2.786 -1.628 0.064
H -3.811 -1.931 0.329
H -2.085 -2.366 0.477
H -2.700 -1.599 -1.031
C -3.823 1.065 0.117
H -4.111 0.713 -0.891
H -3.514 2.123 0.064
H -4.685 0.968 0.800
C 2.593 0.499 2.396
H 3.056 0.958 3.281
H 3.240 0.654 1.524
H 2.476 -0.575 2.572
C 1.473 2.933 1.462
H 0.675 3.359 0.840
H 2.387 2.823 0.858
H 1.686 3.620 2.295
Zn -0.954 -0.175 2.728
C -0.253 -0.525 -2.888
C -0.215 -1.694 -2.223
C 0.891 -2.683 -2.309
C 2.324 -2.114 -2.141
C 2.446 -0.881 -1.298
C 2.450 0.383 -1.771
C 1.996 0.810 -3.129
C 0.813 0.037 -3.785
C -1.239 1.728 3.591
H -1.192 0.048 -2.934
H -1.099 -2.082 -1.711
H 0.831 -3.206 -3.279
H 0.732 -3.450 -1.535
H 2.909 -2.904 -1.651
H 2.756 -1.952 -3.136
H 2.629 -1.068 -0.230
H 2.920 1.209 -1.208
H 2.855 0.763 -3.815
H 1.712 1.874 -3.073
H 0.310 0.788 -4.421
H 1.217 -0.734 -4.460
H -2.114 2.189 3.104
H -0.454 2.500 3.708
H -1.543 1.406 4.605
C -1.929 -1.512 3.774
H -1.638 -2.536 3.533
H -3.010 -1.404 3.643
H -1.691 -1.309 4.823

The value obtained for the highest occupied orbital energy is -0.2105 Ha. Its total charge is 0. The gap between HOMO and LUMO comes out at 0.2287 Eh. The strongest force on any atom is 2.86 eV Å⁻¹. Its total energy is -84133.373 eV.



Formula: C16H35AlF5N3O2PSSi2Te
Source: OMol25
Level of theory: the ωB97M-V functional and the def2-TZVPD basis

CARTESIAN COORDINATES (ANGSTROEM)
Al 0.886 0.574 -0.485
F 2.843 0.555 5.941
C 2.900 0.607 4.631
C 1.750 0.892 3.898
F 0.592 1.104 4.499
C 1.850 0.941 2.524
F 0.713 1.186 1.786
C 3.023 0.709 1.833
S 3.069 0.718 0.060
C 4.156 0.421 2.582
F 5.306 0.186 1.969
C 4.102 0.372 3.971
F 5.186 0.101 4.662
C -4.833 -0.261 -0.308
Si -4.011 -1.373 -1.557
C -4.771 -1.262 -3.244
C -3.877 -3.124 -0.935
C -2.203 -0.709 -1.738
Te -1.106 -1.041 0.070
C -0.199 -2.893 -0.486
Si 0.570 -3.835 1.009
C 1.950 -2.719 1.616
C -0.758 -4.019 2.296
C 1.183 -5.447 0.338
H -5.823 -0.641 -0.054
H -4.971 0.750 -0.697
H -4.275 -0.196 0.631
H -5.805 -1.608 -3.207
H -4.247 -1.888 -3.967
H -4.787 -0.240 -3.623
H -4.877 -3.528 -0.767
H -3.356 -3.203 0.025
H -3.386 -3.780 -1.655
H -2.194 0.361 -1.950
H -1.658 -1.237 -2.522
H 0.541 -2.690 -1.262
H -1.022 -3.450 -0.935
H 1.638 -1.667 1.637
H 2.834 -2.792 0.981
H 2.252 -2.974 2.631
H -1.108 -3.064 2.698
H -0.374 -4.593 3.140
H -1.622 -4.563 1.910
H 1.935 -5.307 -0.438
H 0.369 -6.041 -0.078
H 1.639 -6.036 1.134
N 1.257 0.209 -2.440
H 0.514 -0.283 -2.939
H 2.105 -0.349 -2.565
H 1.411 1.083 -2.949
N 3.232 4.018 -0.264
C 1.831 4.391 0.108
P 0.685 3.670 -1.136
O 1.303 3.803 -2.479
O 0.306 2.274 -0.646
C -0.838 4.714 -1.155
N -0.841 5.474 -2.456
H 3.917 4.478 0.345
H 3.432 4.290 -1.234
H 3.367 2.974 -0.193
H 1.766 5.479 0.094
H 1.624 4.033 1.116
H -0.896 5.421 -0.329
H -1.719 4.074 -1.114
H -0.070 5.103 -3.049
H -0.684 6.477 -2.321
H -1.727 5.376 -2.960

The value obtained for the highest occupied orbital energy is -0.6123 Ha. Its total charge is +3. The gap between HOMO and LUMO comes out at 0.3085 Eh. The strongest force on any atom is 0.50 eV Å⁻¹. Its total energy is -89064.109 eV. The calculation puts the energy above the lowest of the compared OMol25 structures with the same formula, charge and spin at 15.9 kJ/mol.



Please write out number 4 again, unchanged.
Formula: C16H35AlF5N3O2PSSi2Te
Source: OMol25
Level of theory: the ωB97M-V functional and the def2-TZVPD basis

CARTESIAN COORDINATES (ANGSTROEM)
Al 0.886 0.574 -0.485
F 2.843 0.555 5.941
C 2.900 0.607 4.631
C 1.750 0.892 3.898
F 0.592 1.104 4.499
C 1.850 0.941 2.524
F 0.713 1.186 1.786
C 3.023 0.709 1.833
S 3.069 0.718 0.060
C 4.156 0.421 2.582
F 5.306 0.186 1.969
C 4.102 0.372 3.971
F 5.186 0.101 4.662
C -4.833 -0.261 -0.308
Si -4.011 -1.373 -1.557
C -4.771 -1.262 -3.244
C -3.877 -3.124 -0.935
C -2.203 -0.709 -1.738
Te -1.106 -1.041 0.070
C -0.199 -2.893 -0.486
Si 0.570 -3.835 1.009
C 1.950 -2.719 1.616
C -0.758 -4.019 2.296
C 1.183 -5.447 0.338
H -5.823 -0.641 -0.054
H -4.971 0.750 -0.697
H -4.275 -0.196 0.631
H -5.805 -1.608 -3.207
H -4.247 -1.888 -3.967
H -4.787 -0.240 -3.623
H -4.877 -3.528 -0.767
H -3.356 -3.203 0.025
H -3.386 -3.780 -1.655
H -2.194 0.361 -1.950
H -1.658 -1.237 -2.522
H 0.541 -2.690 -1.262
H -1.022 -3.450 -0.935
H 1.638 -1.667 1.637
H 2.834 -2.792 0.981
H 2.252 -2.974 2.631
H -1.108 -3.064 2.698
H -0.374 -4.593 3.140
H -1.622 -4.563 1.910
H 1.935 -5.307 -0.438
H 0.369 -6.041 -0.078
H 1.639 -6.036 1.134
N 1.257 0.209 -2.440
H 0.514 -0.283 -2.939
H 2.105 -0.349 -2.565
H 1.411 1.083 -2.949
N 3.232 4.018 -0.264
C 1.831 4.391 0.108
P 0.685 3.670 -1.136
O 1.303 3.803 -2.479
O 0.306 2.274 -0.646
C -0.838 4.714 -1.155
N -0.841 5.474 -2.456
H 3.917 4.478 0.345
H 3.432 4.290 -1.234
H 3.367 2.974 -0.193
H 1.766 5.479 0.094
H 1.624 4.033 1.116
H -0.896 5.421 -0.329
H -1.719 4.074 -1.114
H -0.070 5.103 -3.049
H -0.684 6.477 -2.321
H -1.727 5.376 -2.960

The value obtained for the highest occupied orbital energy is -0.6123 Ha. Its total charge is +3. The gap between HOMO and LUMO comes out at 0.3085 Eh. The strongest force on any atom is 0.50 eV Å⁻¹. Its total energy is -89064.109 eV. The calculation puts the energy above the lowest of the compared OMol25 structures with the same formula, charge and spin at 15.9 kJ/mol.



What is the strongest force on any atom in the third record?
2.86 eV Å⁻¹